Record 1
DFT (the ωB97M-V functional and the def2-TZVPD basis) results for Br2Cr as an isolated structure at a distorted geometry.

Output
Total charge ... +1
Frontier orbital gap (alpha / beta) ... 6.225 / 9.908 eV
Spin multiplicity ... 4
⟨S²⟩ ... 4.16
LUMO energy (alpha / beta) ... -9.7 / -7.1 eV

CARTESIAN COORDINATES (ANGSTROEM)
1 Br -0.18079 2.25386 0.20054
2 Cr -0.22737 -0.04404 0.13248
3 Br 0.40817 -2.20982 -0.33301


Record 2
DFT (the ωB97M-V functional and the def2-TZVPD basis) results for an isolated molecule of Br2H2Si at a distorted geometry.

Output
Total charge ... 0
Frontier orbital gap ... 10.768 eV
SMILES ... Br[SiH2]Br
LUMO energy ... 0.1 eV
Relative energy (zero: lowest compared OMol25 entry of this formula, charge and spin) ... 0.053 eV

CARTESIAN COORDINATES (ANGSTROEM)
1 H -0.67103 1.07486 0.59765
2 H -0.79985 -0.10985 -1.32321
3 Br -0.29974 -1.63403 1.53146
4 Br 1.84504 0.72921 -0.74448
5 Si -0.07442 -0.06018 -0.06142


Record 3
DFT (the ωB97M-V functional and the def2-TZVPD basis) results for Br2O4S2 as an isolated structure at a distorted geometry.

Output
Total charge ... 0
Frontier orbital gap ... 6.579 eV
LUMO energy ... -3.7 eV
Relative energy (zero: lowest compared OMol25 entry of this formula, charge and spin) ... 0.000 eV

CARTESIAN COORDINATES (ANGSTROEM)
1 S -2.02768 0.45777 -0.88012
2 O 1.69410 -0.15851 1.74342
3 Br -3.23720 -0.81512 0.53808
4 O 2.35874 0.71219 -0.56239
5 Br 1.90986 -2.11324 -0.38355
6 S 1.57665 -0.02709 0.33158
7 O -2.29877 1.85207 -0.56094
8 O 0.02430 0.09194 -0.22609


Record 4
DFT (the ωB97M-V functional and the def2-TZVPD basis) results for a 2-piece molecular cluster, Br2S3 overall at a distorted geometry.

Output
Total charge ... 0
Frontier orbital gap (alpha / beta) ... 7.523 / 6.268 eV
LUMO energy (alpha / beta) ... -2.2 / -2.8 eV
Relative energy (zero: lowest compared OMol25 entry of this formula, charge and spin) ... 1.768 eV

CARTESIAN COORDINATES (ANGSTROEM)
1 Br -1.62807 -1.87754 -1.13690
2 S 2.17567 -0.01545 -0.82403
3 Br 2.59695 1.50656 0.76838
4 S -1.02427 0.04130 -0.15778
5 S -2.12028 0.34512 1.35033


Number 1: E -6192.171017 hartree. Number 2: E -5438.781275 hartree. Number 3: E -6245.250925 hartree. Number 4: E -6342.532826 hartree.